# 1
This record from the Open Molecules 2025 dataset describes a 7-piece molecular cluster, C52H67I2N3O4P overall. The level of theory is wB97M-V/def2-TZVPD.

Each atom is followed by the atoms it is bonded to, with distances in Å.
Geometry (Å):
1 C -2.13 -1.46 1.28  C2 1.355, H27 1.088, H28 1.083
2 C -0.92 -1.68 0.72  C1 1.355, C3 1.523, H29 1.086
3 C -0.83 -2.31 -0.66  C2 1.523, C4 1.544, H30 1.087, H31 1.087
4 C 0.57 -2.68 -1.19  C3 1.544, P5 1.920, O8 1.413, N16 1.530
5 P 1.43 -3.72 0.18  C4 1.920, O6 1.616, I7 2.436
6 O 2.29 -4.87 -0.58  P5 1.616, H32 0.967
7 I -0.37 -5.11 1.06  P5 2.436
8 O 0.39 -3.58 -2.26  C4 1.413, C9 1.460
9 C 0.01 -2.89 -3.48  O8 1.460, C10 1.521, C12 1.531, C14 1.559
10 C -1.48 -2.89 -3.75  C9 1.521, C11 1.534, H33 1.090, H34 1.091
11 C -2.11 -4.29 -3.71  C10 1.534, H35 1.088, H36 1.086, H37 1.088
12 C 0.71 -3.75 -4.54  C9 1.531, N13 1.461, H38 1.092, H39 1.086
13 N 0.13 -3.68 -5.88  C12 1.461, H40 1.008, H41 1.008
14 C 0.57 -1.46 -3.19  C9 1.559, I15 2.135, N16 1.524, H42 1.084
15 I 1.55 -0.63 -4.90  C14 2.135
16 N 1.29 -1.50 -1.85  C4 1.530, C14 1.524, C17 1.546, C21 1.527
17 C 0.89 -0.18 -1.15  N16 1.546, C18 1.509, H43 1.088, H44 1.086
18 C 1.38 1.12 -1.76  C17 1.509, C19 1.559, H45 1.088, H46 1.087
19 C 0.86 2.28 -0.86  C18 1.559, N20 1.455, H47 1.091, H48 1.088
20 N 1.58 3.52 -1.09  C19 1.455, H49 1.013, H50 1.014
21 C 2.81 -1.43 -1.84  N16 1.527, C22 1.526, H51 1.088, H52 1.086
22 C 3.73 -2.66 -1.79  C21 1.526, C23 1.517, H53 1.087, H54 1.089
23 C 3.68 -3.73 -2.87  C22 1.517, C24 1.510, H55 1.095, H56 1.083
24 C 4.20 -3.20 -4.19  C23 1.510, O25 1.220, O26 1.354
25 O 4.61 -2.07 -4.36  C24 1.220
26 O 4.20 -4.09 -5.21  C24 1.354, H57 0.962
27 H -2.93 -2.18 1.15  C1 1.088
28 H -2.37 -0.57 1.86  C1 1.083
29 H 0.00 -1.48 1.27  C2 1.086
30 H -1.47 -3.19 -0.75  C3 1.087
31 H -1.28 -1.56 -1.30  C3 1.087
32 H 1.71 -5.52 -1.00  O6 0.967
33 H -1.70 -2.37 -4.68  C10 1.090
34 H -2.00 -2.30 -2.99  C10 1.091
35 H -3.11 -4.23 -3.28  C11 1.088
36 H -2.19 -4.71 -4.70  C11 1.086
37 H -1.52 -4.96 -3.08  C11 1.088
38 H 0.59 -4.78 -4.19  C12 1.092
39 H 1.78 -3.57 -4.59  C12 1.086
40 H 0.79 -4.02 -6.56  N13 1.008
41 H -0.18 -2.76 -6.14  N13 1.008
42 H -0.31 -0.83 -3.12  C14 1.084
43 H 1.14 -0.26 -0.10  C17 1.088
44 H -0.19 -0.10 -1.17  C17 1.086
45 H 2.46 1.23 -1.78  C18 1.088
46 H 0.93 1.30 -2.73  C18 1.087
47 H 1.05 2.00 0.18  C19 1.091
48 H -0.20 2.46 -1.05  C19 1.088
49 H 2.56 3.38 -0.92  N20 1.013
50 H 1.52 3.78 -2.07  N20 1.014
51 H 3.06 -0.89 -0.93  C21 1.088
52 H 3.16 -0.79 -2.64  C21 1.086
53 H 3.75 -3.09 -0.80  C22 1.087
54 H 4.72 -2.21 -1.90  C22 1.089
55 H 4.39 -4.50 -2.56  C23 1.095
56 H 2.72 -4.22 -2.94  C23 1.083
57 H 4.15 -4.99 -4.87  O26 0.962
58 C 2.72 4.82 2.39  C59 1.390, C63 1.391, H64 1.085
59 C 3.13 5.43 3.56  C58 1.390, C60 1.387, H65 1.083
60 C 3.07 6.81 3.68  C59 1.387, C61 1.387, H66 1.082
61 C 2.59 7.58 2.63  C60 1.387, C62 1.388, H67 1.082
62 C 2.17 6.97 1.45  C61 1.388, C63 1.389, H68 1.083
63 C 2.24 5.59 1.33  C58 1.391, C62 1.389, H69 1.088
64 H 2.76 3.74 2.29  C58 1.085
65 H 3.50 4.84 4.39  C59 1.083
66 H 3.40 7.29 4.59  C60 1.082
67 H 2.54 8.65 2.73  C61 1.082
68 H 1.80 7.57 0.63  C62 1.083
69 H 1.93 5.09 0.41  C63 1.088
70 C -2.41 -3.24 5.02  C71 1.388, C75 1.388, H76 1.083
71 C -3.53 -3.78 5.63  C70 1.388, C72 1.388, H77 1.082
72 C -4.52 -2.94 6.11  C71 1.388, C73 1.388, H78 1.082
73 C -4.40 -1.56 5.97  C72 1.388, C74 1.388, H79 1.083
74 C -3.28 -1.03 5.35  C73 1.388, C75 1.388, H80 1.083
75 C -2.28 -1.86 4.88  C70 1.388, C74 1.388, H81 1.083
76 H -1.63 -3.89 4.64  C70 1.083
77 H -3.62 -4.85 5.74  C71 1.082
78 H -5.39 -3.36 6.60  C72 1.082
79 H -5.18 -0.91 6.35  C73 1.083
80 H -3.18 0.05 5.24  C74 1.083
81 H -1.40 -1.45 4.40  C75 1.083
82 C 5.68 2.17 -0.48  C83 1.389, C87 1.391, H88 1.082
83 C 5.93 0.81 -0.51  C82 1.389, C84 1.389, H89 1.085
84 C 5.95 0.08 0.68  C83 1.389, C85 1.387, H90 1.082
85 C 5.70 0.71 1.89  C84 1.387, C86 1.387, H91 1.082
86 C 5.44 2.07 1.92  C85 1.387, C87 1.390, H92 1.082
87 C 5.43 2.81 0.74  C82 1.391, C86 1.390, H93 1.084
88 H 5.68 2.74 -1.40  C82 1.082
89 H 6.13 0.32 -1.45  C83 1.085
90 H 6.16 -0.98 0.66  C84 1.082
91 H 5.71 0.14 2.81  C85 1.082
92 H 5.25 2.57 2.86  C86 1.082
93 H 5.24 3.87 0.77  C87 1.084
94 C 3.95 4.21 -4.09  C95 1.390, C99 1.388, H100 1.085
95 C 4.29 4.87 -2.91  C94 1.390, C96 1.387, H101 1.081
96 C 4.23 6.25 -2.83  C95 1.387, C97 1.388, H102 1.082
97 C 3.81 6.98 -3.94  C96 1.388, C98 1.388, H103 1.082
98 C 3.47 6.33 -5.11  C97 1.388, C99 1.388, H104 1.082
99 C 3.54 4.95 -5.19  C94 1.388, C98 1.388, H105 1.082
100 H 4.00 3.13 -4.15  C94 1.085
101 H 4.62 4.30 -2.05  C95 1.081
102 H 4.50 6.76 -1.92  C96 1.082
103 H 3.76 8.06 -3.88  C97 1.082
104 H 3.14 6.91 -5.97  C98 1.082
105 H 3.27 4.45 -6.11  C99 1.082
106 C -5.80 -4.57 1.81  C107 1.388, C111 1.388, H112 1.082
107 C -7.12 -4.26 1.51  C106 1.388, C108 1.388, H113 1.082
108 C -7.49 -3.97 0.20  C107 1.388, C109 1.388, H114 1.082
109 C -6.54 -3.99 -0.81  C108 1.388, C110 1.388, H115 1.082
110 C -5.22 -4.30 -0.51  C109 1.388, C111 1.388, H116 1.084
111 C -4.85 -4.59 0.80  C106 1.388, C110 1.388, H117 1.083
112 H -5.52 -4.79 2.83  C106 1.082
113 H -7.87 -4.24 2.30  C107 1.082
114 H -8.52 -3.72 -0.03  C108 1.082
115 H -6.83 -3.77 -1.83  C109 1.082
116 H -4.48 -4.33 -1.30  C110 1.084
117 H -3.82 -4.83 1.03  C111 1.083
118 C -7.90 3.53 4.83  C119 1.388, C123 1.388, H124 1.082
119 C -7.30 3.95 6.01  C118 1.388, C120 1.388, H125 1.082
120 C -6.20 3.26 6.51  C119 1.388, C121 1.388, H126 1.082
121 C -5.71 2.16 5.83  C120 1.388, C122 1.388, H127 1.083
122 C -6.31 1.74 4.65  C121 1.388, C123 1.388, H128 1.083
123 C -7.41 2.42 4.15  C118 1.388, C122 1.388, H129 1.082
124 H -8.76 4.06 4.44  C118 1.082
125 H -7.68 4.81 6.53  C119 1.082
126 H -5.73 3.58 7.43  C120 1.082
127 H -4.85 1.62 6.22  C121 1.083
128 H -5.92 0.88 4.12  C122 1.083
129 H -7.89 2.09 3.24  C123 1.082

Summary:
Total charge = +1
LUMO level = -3.11 eV
Frontier orbital gap = 7.574 eV

Atom charges from the Löwdin analysis, given in e for atoms 1 to 4: 0.04, -0.23, -0.25, -0.53

# 2
This record from the Open Molecules 2025 dataset describes one molecule with the formula C27H39N5O3. The level of theory is wB97M-V/def2-TZVPD.

Each atom is followed by the atoms it is bonded to, with distances in Å.
Geometry (Å):
1 C -1.30 -1.73 0.05  H2 1.088, C3 1.524, H73 1.087, H74 1.089
2 H -1.38 -1.03 -0.78  C1 1.088
3 C 0.13 -1.75 0.59  C1 1.524, H4 1.090, H5 1.091, C6 1.544
4 H 0.23 -2.57 1.30  C3 1.090
5 H 0.29 -0.82 1.14  C3 1.091
6 C 1.21 -1.84 -0.51  C3 1.544, N7 1.451, C11 1.536, H72 1.099
7 N 2.57 -1.98 -0.03  C6 1.451, C8 1.446, C20 1.440
8 C 2.86 -3.22 0.65  N7 1.446, C9 1.528, H18 1.093, H19 1.104
9 C 2.62 -4.40 -0.30  C8 1.528, C10 1.524, H16 1.091, H17 1.092
10 C 1.20 -4.35 -0.84  C9 1.524, C11 1.524, H14 1.092, H15 1.091
11 C 0.97 -2.99 -1.50  C6 1.536, C10 1.524, H12 1.089, H13 1.092
12 H -0.04 -2.93 -1.91  C11 1.089
13 H 1.68 -2.88 -2.32  C11 1.092
14 H 1.04 -5.15 -1.57  C10 1.092
15 H 0.49 -4.50 -0.03  C10 1.091
16 H 3.32 -4.33 -1.13  C9 1.091
17 H 2.80 -5.34 0.23  C9 1.092
18 H 3.91 -3.20 0.94  C8 1.093
19 H 2.26 -3.37 1.56  C8 1.104
20 C 3.24 -0.81 0.49  N7 1.440, C21 1.542, H70 1.093, H71 1.098
21 C 3.03 -0.46 1.98  C20 1.542, H22 1.091, H23 1.090, C24 1.530
22 H 2.01 -0.11 2.14  C21 1.091
23 H 3.19 -1.35 2.59  C21 1.090
24 C 4.01 0.62 2.43  C21 1.530, N25 1.444, H68 1.095, H69 1.093
25 N 3.85 1.83 1.65  C24 1.444, C26 1.341, H67 1.019
26 C 4.74 2.23 0.74  N25 1.341, O27 1.211, C28 1.547
27 O 5.87 1.81 0.62  C26 1.211
28 C 4.18 3.36 -0.17  C26 1.547, N29 1.434, H65 1.090, H66 1.094
29 N 2.93 2.96 -0.74  C28 1.434, C30 1.353, N33 1.337
30 C 2.68 2.52 -2.00  N29 1.353, C31 1.374, H64 1.071
31 C 1.37 2.11 -2.03  C30 1.374, C32 1.415, C61 1.495
32 C 0.90 2.32 -0.71  C31 1.415, N33 1.323, C34 1.436
33 N 1.85 2.83 0.05  N29 1.337, C32 1.323
34 C -0.46 2.00 -0.40  C32 1.436, C35 1.374, C38 1.419
35 C -1.31 1.71 -1.44  C34 1.374, O36 1.339, C58 1.491
36 O -2.53 1.42 -0.98  C35 1.339, C37 1.370
37 C -2.49 1.51 0.38  O36 1.370, C38 1.380, C43 1.468
38 C -1.22 1.88 0.80  C34 1.419, C37 1.380, C39 1.484
39 C -0.72 2.10 2.17  C38 1.484, H40 1.090, H41 1.085, H42 1.088
40 H -0.14 1.24 2.51  C39 1.090
41 H -1.56 2.24 2.85  C39 1.085
42 H -0.07 2.97 2.19  C39 1.088
43 C -3.67 1.26 1.22  C37 1.468, O44 1.227, N45 1.351
44 O -3.67 1.54 2.41  C43 1.227
45 N -4.76 0.71 0.64  C43 1.351, C46 1.449, C50 1.454
46 C -4.95 0.24 -0.71  N45 1.449, C47 1.529, H56 1.096, H57 1.092
47 C -6.27 -0.52 -0.66  C46 1.529, H48 1.091, C49 1.527, H55 1.088
48 H -6.09 -1.56 -0.36  C47 1.091
49 C -7.04 0.21 0.43  C47 1.527, C50 1.523, H53 1.091, H54 1.088
50 C -5.96 0.51 1.45  N45 1.454, C49 1.523, H51 1.096, H52 1.092
51 H -5.80 -0.33 2.14  C50 1.096
52 H -6.15 1.40 2.05  C50 1.092
53 H -7.46 1.13 0.04  C49 1.091
54 H -7.85 -0.39 0.85  C49 1.088
55 H -6.78 -0.52 -1.62  C47 1.088
56 H -5.01 1.09 -1.41  C46 1.096
57 H -4.12 -0.39 -1.03  C46 1.092
58 C -0.96 1.78 -2.89  C35 1.491, H59 1.091, H60 1.096, C61 1.540
59 H -1.58 1.09 -3.46  C58 1.091
60 H -1.18 2.80 -3.24  C58 1.096
61 C 0.53 1.48 -3.10  C31 1.495, C58 1.540, H62 1.091, H63 1.096
62 H 0.84 1.82 -4.09  C61 1.091
63 H 0.69 0.39 -3.07  C61 1.096
64 H 3.44 2.54 -2.75  C30 1.071
65 H 4.90 3.56 -0.96  C28 1.090
66 H 4.04 4.26 0.44  C28 1.094
67 H 2.90 2.20 1.57  N25 1.019
68 H 3.85 0.85 3.49  C24 1.095
69 H 5.04 0.30 2.29  C24 1.093
70 H 2.94 0.04 -0.13  C20 1.093
71 H 4.32 -0.97 0.34  C20 1.098
72 H 1.17 -0.90 -1.07  C6 1.099
73 H -1.60 -2.72 -0.30  C1 1.087
74 H -1.99 -1.43 0.83  C1 1.089

Summary:
LUMO level = 0.60 eV
Frontier orbital gap = 8.520 eV
SMILES = CC[C@@H]1CCCCN1CCCNC(=O)Cn1cc2c(n1)-c1c(oc(C(=O)N3CCCC3)c1C)CC2

Atom charges from the natural (NBO) analysis, given in e for atoms 1 to 4: -0.61, 0.20, -0.42, 0.20